A cluster of 13 separate species, C81H195N13O20 in total in a non-equilibrium geometry, computed with ωB97M-V with the def2-TZVPD basis set.

## Properties
- highest occupied orbital energy (eV) = -7.664
- total charge = 0
- energy (eV) = -147461.673
- Kohn-Sham gap (hartree) = 0.2975
- relative energy (zero: lowest compared OMol25 entry of this formula, charge and spin) (kcal/mol) = 8.07
- maximum force (eV/A) = 3.9
- E_LUMO (eV) = 0.431
- multiplicity = 1

```
309
Properties=species:S:1:pos:R:3:forces:R:3:mulliken_charge:R:1
C -1.408 -7.837 0.493 0.0 -0.4 -1.4 -0.240
O -2.339 -7.194 -0.386 -0.2 -0.5 0.5 -0.500
C -2.639 -5.881 0.016 0.5 1.7 -3.2 0.415
C -3.759 -5.248 -0.876 -0.3 -0.7 1.1 -0.797
N -3.777 -3.806 -0.742 -1.6 -0.9 0.7 0.779
C -4.864 -3.129 -1.447 0.0 0.3 -0.4 -0.055
C -4.938 -1.615 -1.046 0.8 -2.0 1.7 0.359
O -5.690 -1.351 0.139 -0.2 0.6 -1.3 -0.511
C -5.278 -1.945 1.328 -1.8 -0.3 1.8 -0.307
H -1.857 -7.913 1.496 0.6 0.0 -0.1 0.397
H -0.449 -7.267 0.438 -0.5 -0.3 0.6 -0.267
H -1.199 -8.869 0.061 -0.4 1.2 0.6 0.313
H -1.749 -5.226 -0.157 -0.2 -0.4 0.4 -0.427
H -2.992 -5.735 0.984 -0.3 -0.4 2.2 0.558
H -4.728 -5.649 -0.508 0.4 0.3 -0.2 0.444
H -3.672 -5.570 -1.894 0.3 -0.4 -0.9 -0.100
H -2.898 -3.416 -0.911 1.6 0.8 -0.5 -0.278
H -5.805 -3.696 -1.238 0.5 0.7 0.1 0.580
H -4.768 -3.159 -2.569 0.1 0.0 0.7 -0.418
H -5.419 -1.096 -1.815 -0.7 1.0 -1.1 0.102
H -3.899 -1.237 -0.935 -0.3 -0.1 -0.1 -0.219
H -4.825 -1.198 2.033 0.1 -0.7 -0.7 0.102
H -4.698 -2.833 1.134 0.6 0.0 0.3 0.064
H -6.243 -2.305 1.858 1.4 0.5 -0.7 0.197
C 4.973 -4.994 0.186 1.3 -1.7 0.9 -0.227
O 4.653 -3.683 -0.050 -0.3 1.4 -0.1 -0.146
C 5.199 -2.772 0.878 0.3 -0.8 1.1 -1.484
C 4.246 -2.344 2.024 0.6 0.7 0.2 0.610
N 4.212 -3.320 3.064 -0.7 -1.3 1.4 0.075
C 3.289 -3.022 4.172 0.5 -0.6 1.5 0.560
C 3.657 -3.806 5.479 0.8 0.1 -1.3 -1.200
O 4.981 -3.457 5.919 -1.0 0.1 -0.5 -0.341
C 5.475 -4.382 6.860 0.1 -0.1 -0.5 -0.805
H 6.010 -5.342 -0.121 -1.0 0.7 -0.4 0.258
H 4.187 -5.554 -0.266 -0.2 -0.8 -0.7 -0.275
H 4.977 -5.281 1.244 -0.4 0.4 0.2 0.253
H 5.621 -1.953 0.337 -0.1 0.9 -0.4 0.530
H 6.079 -3.277 1.327 -0.3 0.4 0.2 0.430
H 3.206 -2.190 1.708 0.3 0.2 -0.4 -0.569
H 4.625 -1.417 2.519 -0.2 0.2 -0.9 0.539
H 5.121 -3.467 3.476 0.3 0.1 -0.1 0.430
H 2.264 -3.305 3.924 0.0 0.0 -0.1 -0.185
H 3.293 -1.978 4.518 0.1 0.3 -0.5 0.083
H 3.661 -4.854 5.256 0.0 -0.9 -0.4 0.218
H 2.936 -3.707 6.284 -0.3 0.6 0.1 0.526
H 5.800 -5.333 6.390 0.4 0.6 -0.1 0.252
H 4.679 -4.754 7.508 0.0 0.6 0.7 0.357
H 6.283 -3.809 7.340 -0.2 -0.9 0.3 0.245
C -3.150 2.900 2.175 0.2 -0.1 1.8 -1.079
O -2.711 3.339 3.475 0.4 0.3 -0.4 0.152
C -2.410 2.407 4.484 0.4 -0.3 -0.2 0.231
C -2.668 3.113 5.789 -0.5 0.0 -0.3 -0.385
N -4.091 3.616 5.781 2.2 -2.0 2.5 -0.397
C -4.527 4.106 7.104 -1.3 -0.5 -1.4 -0.783
C -4.041 5.498 7.472 -0.2 -1.2 -0.2 -0.291
O -4.358 5.842 8.773 -1.2 0.2 1.3 -0.429
C -5.780 5.979 9.043 0.4 -0.4 -1.5 -0.654
H -3.383 3.865 1.748 0.0 -0.2 -0.9 0.219
H -4.055 2.255 2.233 0.5 0.3 0.0 0.470
H -2.327 2.355 1.710 -0.1 0.1 -0.5 0.387
H -1.363 1.998 4.580 -0.7 0.6 -1.0 -0.959
H -3.048 1.569 4.280 -0.6 -0.8 0.5 0.950
H -1.843 3.882 5.870 -1.0 -0.3 0.2 -0.232
H -2.487 2.359 6.571 -0.4 0.4 0.1 0.518
H -4.096 4.329 5.125 -0.3 1.6 -1.6 0.261
H -4.252 3.405 7.869 0.4 -0.5 0.4 0.366
H -5.643 4.000 7.024 0.8 0.7 0.5 0.432
H -4.506 6.179 6.807 -0.4 1.1 -1.0 0.338
H -2.963 5.559 7.349 0.2 0.0 0.1 0.210
H -6.359 5.007 9.033 0.8 0.9 -0.1 0.260
H -6.248 6.713 8.318 0.4 -0.8 0.6 0.272
H -5.803 6.388 10.021 -0.3 0.4 0.9 0.276
C -0.360 -0.905 -9.620 -1.1 0.3 -1.6 -0.939
O -0.405 -0.712 -8.273 1.0 -0.4 1.5 -0.202
C 0.513 -1.583 -7.607 -0.4 -0.2 -1.1 -1.293
C 0.300 -1.402 -6.142 0.5 1.4 0.0 -0.480
N 0.283 0.046 -5.726 -1.1 -1.4 -0.5 0.478
C 1.445 0.840 -6.119 -1.0 0.2 -0.2 -1.309
C 2.495 0.691 -5.066 1.3 -1.0 -0.6 0.842
O 3.010 -0.681 -5.038 0.2 0.8 1.3 -0.433
C 3.866 -0.877 -3.839 -1.2 -0.1 -2.6 -0.649
H 0.596 -0.756 -10.110 0.6 0.2 0.2 0.337
H -1.076 -0.190 -10.012 0.0 0.1 -0.5 0.250
H -0.706 -1.891 -9.918 -0.1 -0.5 0.0 0.348
H 1.530 -1.426 -7.919 0.8 1.0 -0.1 0.441
H 0.403 -2.588 -8.043 -0.7 -0.3 0.8 0.548
H 1.052 -1.880 -5.586 1.1 -0.8 0.6 0.209
H -0.621 -1.851 -5.884 -1.3 -0.2 0.5 0.180
H -0.567 0.373 -6.182 0.3 0.5 0.1 0.059
H 1.082 1.890 -6.137 0.5 -0.4 0.1 0.440
H 1.782 0.605 -7.131 0.3 0.0 0.0 0.365
H 2.019 0.944 -4.140 -0.1 0.1 0.9 -0.406
H 3.343 1.357 -5.238 0.0 0.2 0.0 0.293
H 4.237 -1.869 -3.856 -0.2 -1.4 -0.1 0.364
H 3.282 -0.720 -2.965 -0.2 0.5 0.9 0.148
H 4.752 -0.317 -3.968 0.7 1.3 0.4 0.294
C 1.463 1.888 2.343 -1.1 -0.2 0.6 0.471
O 2.583 2.552 2.973 0.1 -1.0 -1.1 0.556
C 3.766 2.387 2.166 1.9 -0.3 0.5 -0.585
C 3.888 3.411 1.033 -2.9 -0.7 -0.6 -0.514
N 3.056 3.074 -0.150 0.1 -0.3 -0.3 2.062
C 3.603 2.120 -1.128 1.3 3.3 0.1 -0.637
C 4.244 2.881 -2.314 -1.5 -0.5 -0.8 -0.628
O 4.886 2.000 -3.237 -0.9 -0.1 0.7 -0.199
C 5.675 2.657 -4.173 -0.3 0.9 -1.1 -0.879
H 1.456 0.753 2.384 0.6 1.3 -0.1 -0.135
H 1.276 2.283 1.353 0.7 -0.4 -0.5 -0.271
H 0.526 2.205 2.823 0.5 -0.1 0.7 -0.410
H 3.890 1.326 1.797 -0.7 0.9 0.1 0.038
H 4.762 2.479 2.764 -2.1 0.2 -0.1 0.416
H 4.907 3.513 0.862 2.2 0.2 -0.9 0.557
H 3.517 4.386 1.310 0.1 0.2 0.7 -0.672
H 2.606 3.875 -0.610 0.9 -0.1 0.5 -0.891
H 2.851 1.522 -1.499 -1.6 -1.8 -0.7 -0.654
H 4.377 1.602 -0.633 0.7 -1.2 0.5 0.645
H 4.988 3.547 -1.986 1.0 1.2 0.9 0.677
H 3.425 3.522 -2.790 0.9 -0.8 0.1 0.166
H 6.081 1.910 -4.867 0.0 0.1 0.2 0.261
H 6.499 3.217 -3.715 0.0 -0.1 0.1 0.301
H 5.085 3.402 -4.788 0.4 -0.7 0.5 0.326
C 3.415 -7.702 3.764 -1.2 0.5 0.8 -0.870
O 2.795 -6.472 3.381 -0.2 -0.7 0.3 -0.168
C 1.971 -6.706 2.243 2.1 2.1 -0.6 -1.352
C 1.492 -5.349 1.714 0.1 1.4 -0.8 1.819
N 0.330 -4.828 2.416 -1.0 -0.1 0.0 -0.421
C -0.385 -3.690 1.796 2.3 2.1 0.3 -0.422
C 0.095 -2.374 2.575 -0.9 -1.4 -2.0 0.565
O -0.495 -2.403 3.824 0.4 0.9 2.0 -0.741
C -0.189 -1.176 4.515 0.3 -0.1 -1.7 -0.690
H 4.288 -7.559 4.383 0.3 0.5 0.0 0.226
H 3.675 -8.121 2.832 0.8 -1.4 -0.8 0.403
H 2.743 -8.370 4.354 0.1 0.4 -0.6 0.256
H 1.182 -7.357 2.410 -2.0 -1.1 1.0 0.707
H 2.543 -7.279 1.484 0.2 0.7 -0.1 0.339
H 1.191 -5.450 0.643 0.7 -0.1 0.2 -0.687
H 2.241 -4.512 1.833 0.0 -1.4 -0.5 -0.669
H -0.299 -5.595 2.408 -1.0 -0.7 0.4 0.534
H -1.457 -3.732 1.916 -0.3 -0.4 0.2 0.737
H -0.175 -3.494 0.699 -0.1 -0.6 1.0 -0.626
H -0.304 -1.486 2.131 -0.2 0.7 -1.2 0.687
H 1.200 -2.264 2.511 -0.4 -0.3 0.6 -0.593
H -0.480 -1.178 5.508 -0.5 -1.0 2.2 0.607
H -0.787 -0.291 4.182 0.8 -0.5 -0.8 0.293
H 0.908 -1.037 4.501 -0.5 0.4 -0.2 0.006
C 4.943 6.580 2.805 -0.2 0.8 -0.4 -0.911
O 3.640 6.064 2.987 0.3 -0.7 0.5 0.033
C 2.654 6.890 2.452 0.2 1.3 -0.1 -1.539
C 1.374 6.168 2.273 0.8 -0.6 -1.1 1.202
N 0.906 5.640 3.488 0.0 -1.3 1.6 -0.212
C -0.407 4.980 3.400 0.3 2.1 1.4 2.448
C -1.450 6.048 3.060 -0.7 0.3 0.9 -1.673
O -1.902 6.022 1.703 1.1 -0.1 0.4 0.390
C -2.889 6.948 1.372 -0.4 0.9 -0.5 -0.934
H 5.332 6.122 1.863 0.4 0.2 0.8 0.209
H 5.594 6.490 3.719 -0.7 -0.4 -1.0 0.198
H 4.789 7.656 2.607 0.7 -0.2 0.1 0.421
H 2.982 7.363 1.516 -0.1 -0.4 -0.2 0.321
H 2.485 7.754 3.089 0.0 0.2 0.6 0.508
H 1.569 5.359 1.559 -0.3 0.0 -0.6 -1.002
H 0.687 6.871 1.869 -0.8 0.5 -0.6 0.680
H 1.572 4.894 3.700 -0.1 0.2 0.6 -0.220
H -0.629 4.636 4.429 0.1 0.0 -0.6 -1.232
H -0.367 4.141 2.768 -0.4 -1.1 -1.2 -0.443
H -1.046 7.020 3.495 -0.2 -0.6 -1.3 0.404
H -2.349 5.914 3.656 -0.2 -0.4 0.3 0.430
H -3.815 6.915 1.972 0.4 -0.3 0.4 0.320
H -3.224 6.668 0.360 0.3 0.4 0.2 0.136
H -2.516 8.012 1.414 -0.3 -0.9 -0.2 0.216
C -6.012 -5.536 -5.209 -1.3 -2.6 -0.7 -1.359
C -5.045 -4.907 -6.170 0.0 0.0 1.4 -0.399
C -4.103 -4.013 -5.398 1.6 0.7 -0.2 0.586
O -4.686 -2.747 -5.134 0.0 -0.3 -0.2 -0.466
C -3.699 -1.730 -4.922 -1.3 -0.6 -0.4 -0.226
N -4.323 -5.925 -6.896 0.7 1.0 -1.9 -0.474
H -5.454 -6.314 -4.640 -0.3 0.4 -0.1 0.300
H -6.788 -6.111 -5.813 0.8 0.6 0.8 0.283
H -6.569 -4.961 -4.488 0.2 0.8 0.0 0.384
H -5.526 -4.213 -6.815 -0.6 0.3 -0.9 0.527
H -3.263 -3.878 -6.105 0.1 0.1 0.4 0.142
H -3.691 -4.441 -4.439 -0.4 0.0 -0.8 -0.228
H -4.165 -1.050 -4.251 -0.3 1.0 0.3 -0.136
H -3.429 -1.237 -5.872 0.2 -0.3 0.4 0.457
H -2.896 -2.152 -4.364 1.2 -0.3 0.1 0.180
H -4.428 -5.988 -7.917 -0.2 0.4 0.9 0.195
H -4.340 -6.833 -6.536 -0.3 -1.3 0.9 0.204
C -0.443 0.423 -0.505 1.7 -0.2 0.5 0.616
C -0.113 0.113 -1.954 -1.1 0.6 0.7 1.821
C -0.452 -1.315 -2.325 -1.7 0.0 0.6 0.197
O 0.055 -2.194 -1.354 -0.2 -0.9 0.7 0.258
C 1.418 -2.619 -1.437 -1.1 1.0 -1.6 0.453
N -0.847 1.009 -2.828 0.1 0.5 -0.4 1.158
H 0.498 0.232 0.073 -1.0 -0.3 0.0 -0.148
H -1.270 -0.164 -0.149 -0.3 -0.3 0.4 -0.054
H -0.629 1.475 -0.341 -0.3 0.4 -0.3 -0.501
H 0.940 0.175 -2.048 1.5 0.5 -0.4 -1.147
H -0.129 -1.594 -3.350 -0.2 0.2 0.4 -0.373
H -1.605 -1.345 -2.229 1.6 -0.4 -0.4 -1.115
H 1.616 -2.728 -2.519 0.5 -0.3 0.4 -0.250
H 1.521 -3.549 -0.914 0.0 -0.5 0.2 -0.355
H 2.076 -1.869 -1.026 0.4 0.3 0.3 -0.068
H -0.516 0.685 -3.738 -0.3 1.0 -0.6 0.006
H -0.727 2.044 -2.652 0.3 -1.7 -0.2 -0.606
C -1.057 5.345 -2.597 0.3 -1.5 -1.8 -1.399
C 0.289 4.946 -2.029 0.0 1.8 0.5 0.974
C 1.102 6.275 -1.739 -0.2 -2.1 -0.1 -1.289
O 2.313 5.788 -1.227 1.3 0.3 0.7 0.114
C 3.496 6.598 -1.181 -0.6 -0.2 -2.3 -0.708
N 0.055 4.075 -0.872 -0.1 0.3 0.6 2.337
H -1.604 5.965 -1.920 -0.3 0.9 0.2 0.187
H -1.631 4.413 -2.652 -0.2 0.1 -0.2 0.077
H -0.948 5.712 -3.661 -0.3 0.1 1.3 0.474
H 0.902 4.458 -2.790 -0.2 -0.5 0.1 0.002
H 0.517 6.873 -1.065 -0.1 0.5 0.8 0.241
H 1.305 6.828 -2.638 -0.1 0.3 -0.7 0.582
H 3.659 7.017 -0.226 0.1 0.4 1.0 0.127
H 3.523 7.409 -1.962 -0.4 -0.6 0.7 0.349
H 4.320 5.945 -1.472 0.1 -0.1 0.3 0.117
H 0.892 3.550 -0.582 -0.8 0.6 0.2 -1.394
H -0.460 4.543 -0.066 1.2 -0.7 -1.4 -0.750
C 2.185 1.194 7.983 -0.5 1.6 -0.8 -2.178
C 1.587 2.316 7.068 0.7 -0.1 0.6 1.703
C 0.761 3.314 7.920 -0.7 -0.7 -0.9 -0.809
C 1.563 4.270 8.733 1.1 0.6 -0.7 -1.044
C 2.609 5.037 7.832 -0.4 -1.1 1.0 -1.089
C 3.512 4.048 7.058 -0.5 0.8 -1.0 1.273
N 2.601 3.097 6.380 0.0 0.7 -0.8 1.342
O 3.367 2.250 5.543 0.1 -0.5 0.4 -0.522
C 4.242 4.808 5.897 0.2 -0.3 0.9 -2.086
C 4.582 3.436 7.942 0.2 0.0 1.3 -1.457
C 0.668 1.636 6.026 1.1 1.7 1.6 -1.697
H 2.460 1.679 8.921 0.1 -0.7 0.1 0.513
H 3.001 0.695 7.474 0.3 0.0 0.1 0.351
H 1.364 0.524 8.060 -0.5 -1.0 0.8 0.559
H 0.035 3.822 7.284 0.3 0.4 -0.5 0.048
H 0.083 2.765 8.547 -0.2 -0.7 0.6 0.471
H 2.014 3.747 9.571 0.8 -0.3 -0.1 0.425
H 0.946 4.940 9.292 -0.7 0.8 -0.1 0.570
H 3.180 5.660 8.510 0.5 0.1 0.0 0.458
H 2.152 5.707 7.113 -0.5 0.0 -0.1 0.329
H 3.563 5.246 5.165 -0.1 0.1 0.3 0.178
H 4.889 5.579 6.364 -0.3 -0.3 -0.4 0.496
H 4.867 4.085 5.357 0.0 0.3 0.2 0.378
H 5.080 4.291 8.530 -0.5 -1.4 -0.9 0.373
H 4.116 2.726 8.690 0.9 0.8 -0.8 0.269
H 5.313 2.913 7.286 -0.3 0.2 0.8 0.297
H 0.384 2.367 5.292 -0.2 0.1 -0.4 -1.284
H -0.128 1.301 6.631 -1.6 -0.3 0.4 1.102
H 1.099 0.762 5.644 0.9 -1.0 -1.0 0.898
H 2.919 2.299 4.684 0.2 0.2 -0.2 0.413
C -0.349 -5.000 -4.982 0.3 0.3 -0.2 -1.271
C -0.299 -6.513 -4.788 0.9 -0.5 -2.0 2.206
C 0.003 -7.191 -6.167 0.2 -0.4 -0.6 -1.481
C 1.483 -7.088 -6.584 0.4 0.3 -0.1 -0.554
C 2.429 -7.617 -5.451 -0.5 -0.9 -0.9 -1.408
C 2.202 -6.984 -4.096 -0.7 1.2 0.0 2.261
N 0.728 -6.995 -3.885 0.7 -1.3 2.0 -0.268
O 0.504 -6.437 -2.586 -0.1 0.6 0.2 0.360
C 2.917 -7.713 -2.916 -1.0 -0.2 -0.9 -2.115
C 2.752 -5.571 -4.122 0.0 1.6 1.8 -2.203
C -1.598 -7.072 -4.337 -2.1 -0.4 0.2 -1.108
H -0.360 -4.475 -4.034 -0.3 0.1 0.4 0.364
H -1.232 -4.712 -5.572 0.3 -0.1 0.2 0.170
H 0.561 -4.650 -5.482 -0.2 0.0 -0.2 -0.011
H -0.290 -8.266 -6.165 0.3 0.6 0.4 0.456
H -0.660 -6.775 -6.956 0.4 0.2 0.5 0.399
H 1.734 -6.060 -6.842 0.0 0.4 0.4 0.197
H 1.662 -7.545 -7.586 -0.1 -0.4 0.9 0.428
H 3.491 -7.522 -5.688 -0.1 0.0 -0.3 0.445
H 2.197 -8.684 -5.370 0.2 -0.1 0.1 0.334
H 3.954 -7.982 -3.154 -0.3 0.1 0.0 0.445
H 2.848 -7.128 -2.015 0.4 0.6 0.2 0.335
H 2.331 -8.584 -2.661 0.1 -0.7 -0.2 0.461
H 3.795 -5.552 -3.806 0.3 -0.1 -0.5 0.580
H 2.622 -5.046 -5.040 0.2 0.1 -1.0 0.377
H 2.295 -4.860 -3.372 0.0 -1.1 -0.5 0.183
H -1.745 -8.138 -4.566 0.6 0.2 0.3 0.483
H -2.465 -6.618 -4.847 0.5 0.3 0.1 -0.289
H -1.745 -6.910 -3.277 -0.1 0.0 0.3 -0.045
H 0.332 -7.154 -1.957 -0.1 -0.1 -0.6 0.119
C -3.927 2.536 -1.022 -2.3 2.3 0.4 -1.363
C -4.761 2.982 -2.337 1.8 -0.3 0.7 1.751
C -4.993 4.530 -2.380 1.4 -0.9 -0.5 -0.802
C -5.400 5.017 -3.772 1.2 0.9 0.8 -1.028
C -4.350 4.581 -4.809 -0.8 0.8 0.3 -1.218
C -4.189 3.080 -4.934 0.8 -0.3 1.8 1.993
N -3.819 2.629 -3.459 -1.2 0.1 -2.1 -0.015
O -3.616 1.199 -3.618 -0.6 0.9 1.0 1.015
C -5.384 2.370 -5.617 -0.3 0.9 0.1 -1.528
C -2.890 2.771 -5.682 -0.3 -0.6 1.4 -2.176
C -6.108 2.297 -2.279 0.5 -1.1 -0.1 -1.608
H -4.099 1.512 -0.818 0.1 -1.3 -0.1 0.244
H -4.420 3.036 -0.108 0.8 -0.4 -1.4 0.290
H -2.869 2.777 -1.031 0.1 0.1 -0.3 -0.114
H -5.753 4.715 -1.618 0.3 0.5 0.1 0.495
H -4.006 5.021 -2.219 -0.7 -0.2 0.7 -0.032
H -5.532 6.126 -3.722 0.4 -0.7 -0.2 0.414
H -6.359 4.663 -3.987 -1.6 -0.8 -0.7 0.450
H -3.398 5.027 -4.560 0.5 0.0 0.5 0.176
H -4.575 5.067 -5.745 -0.3 -0.2 -0.7 0.470
H -5.461 1.355 -5.263 0.0 -0.4 0.1 0.124
H -6.355 2.896 -5.402 0.9 -0.5 -0.3 0.327
H -5.222 2.327 -6.720 -0.2 0.2 0.8 0.411
H -2.855 3.334 -6.552 0.1 1.2 -1.9 0.747
H -2.017 3.033 -5.066 -0.3 -0.2 -0.1 0.037
H -2.878 1.735 -5.980 0.2 -0.4 0.1 0.309
H -6.832 2.737 -2.940 -0.4 0.1 -0.4 0.374
H -6.479 2.335 -1.271 -0.3 0.3 0.6 0.548
H -6.002 1.222 -2.464 0.0 0.2 -0.3 -0.036
H -2.728 1.107 -3.226 0.3 -0.4 0.1 -0.332
```
Forces are in eV/Å.